No. 1
Formula: C2H5N3OS
Source: the Open Molecules 2025 dataset
Level of theory: ωB97M-V/def2-TZVPD

The value obtained for the total energy is -716.7275 a.u. For the energy relative to the best compared isomer or geometry (same formula, charge and spin), the calculation gives 133.8 kcal per mole. The value obtained for the HOMO energy is -0.3212 Ha.

```
! RIJCOSX wB97M-V def2-TZVPD def2/J DEFGRID3
* xyz 0 1
N -0.31785 1.22974 0.79202
N 0.94513 1.12213 0.33575
C 0.98906 0.26707 -0.62665
C -0.02694 -0.75845 -1.08816
S -0.12237 -1.35040 -2.64247
N -0.55671 -1.16964 0.04224
O 0.23380 -1.08107 1.28797
H -0.92897 1.24431 0.02244
H -0.33951 2.20513 1.23434
H 1.81141 0.33853 -1.25602
H -1.48341 -1.83454 0.09063
H -0.20365 -0.21282 1.80791
*
```

Results of the natural (NBO) charge analysis, in e, for atoms 1 through 2: -0.669 -0.190

***

No. 2
Formula: CH5FOP2
Source: the Open Molecules 2025 dataset
Level of theory: ωB97M-V/def2-TZVPD

The value obtained for the total energy is -898.8857 a.u. For the energy relative to the best compared isomer or geometry (same formula, charge and spin), the calculation gives 16.8 kcal per mole. The value obtained for the HOMO energy is -0.3007 Ha.

```
! RIJCOSX wB97M-V def2-TZVPD def2/J DEFGRID3
* xyz 0 1
C -0.81220 0.06275 -1.19312
O 0.10097 0.89415 -0.38916
P 0.69954 0.26261 0.92207
F 1.64619 -1.02119 0.45223
P 1.49259 1.81497 1.98140
H -1.28729 0.87341 -1.72839
H -1.54209 -0.37989 -0.45551
H -0.15664 -0.61322 -1.83864
H -0.44265 -0.61090 1.14532
H 1.97118 0.93024 2.80049
*
```

Results of the natural (NBO) charge analysis, in e, for atoms 1 through 2: -0.268 -0.826

***

No. 3
Formula: C5H13NS
Source: the Open Molecules 2025 dataset
Level of theory: ωB97M-V/def2-TZVPD

The value obtained for the total energy is -651.1549 a.u. For the energy relative to the best compared isomer or geometry (same formula, charge and spin), the calculation gives 55.9 kcal per mole. The value obtained for the HOMO energy is -0.3188 Ha.

```
! RIJCOSX wB97M-V def2-TZVPD def2/J DEFGRID3
* xyz 0 1
C 2.75680 0.15586 -0.21862
C 1.59883 0.97423 0.26947
N 0.18803 0.68309 -0.29465
C -0.72506 -0.35539 0.11333
C -0.67358 -1.45805 -1.01471
C -2.17886 0.02186 0.29258
S -2.41722 1.42138 1.33834
H 2.35205 -0.27825 -1.08017
H 2.78285 -0.75186 0.50283
H 3.76604 0.65584 -0.17608
H 1.60660 0.95087 1.45897
H 1.81409 2.00295 -0.02013
H -0.51680 1.52465 -0.26578
H -0.42963 -0.79325 1.10172
H -0.92016 -0.83913 -1.98001
H -1.26108 -2.39274 -0.85829
H 0.25675 -1.78174 -1.54252
H -2.93617 -0.77400 0.61988
H -2.42352 0.23570 -0.77967
H -2.63995 0.79798 2.53352
*
```

Results of the natural (NBO) charge analysis, in e, for atoms 1 through 2: -0.640 -0.191

***

No. 4
Formula: C3H8N2O2
Source: the Open Molecules 2025 dataset
Level of theory: ωB97M-V/def2-TZVPD

The value obtained for the total energy is -378.8896 a.u. For the energy relative to the best compared isomer or geometry (same formula, charge and spin), the calculation gives 157.7 kcal per mole. The value obtained for the HOMO energy (alpha / beta) is -0.2620 / -0.2617 Ha.

```
! RIJCOSX wB97M-V def2-TZVPD def2/J DEFGRID3
* xyz 0 1
C 1.23715 -1.17067 0.08721
C 0.80067 1.08438 -0.26720
C -1.09236 -0.50091 -0.63653
N -0.65508 0.80582 -0.52342
N 1.42969 0.10398 0.59831
O -1.32078 1.56710 0.48149
O -1.84566 -1.04424 0.48431
H 0.99888 -2.02655 0.72123
H 1.71687 -1.33298 -0.90564
H 1.27259 1.06458 -1.35663
H 0.88392 2.13786 -0.06404
H -1.15030 -0.87173 -1.71949
H -1.24417 -1.12002 1.14583
H 1.17430 0.07053 1.53295
H -2.20573 1.23284 0.42162
*
```

Results of the natural (NBO) charge analysis, in e, for atoms 1 through 2: -0.278 -0.078

***

No. 5
Formula: H2N3P3
Source: the Open Molecules 2025 dataset
Level of theory: ωB97M-V/def2-TZVPD

The value obtained for the total energy is -1189.4765 a.u. For the energy relative to the best compared isomer or geometry (same formula, charge and spin), the calculation gives 43.9 kcal per mole. The value obtained for the HOMO energy is -0.2711 Ha.

```
! RIJCOSX wB97M-V def2-TZVPD def2/J DEFGRID3
* xyz 0 1
N -0.60836 -1.54130 -0.77368
N 2.39305 0.34055 0.02542
N -0.00924 0.87612 0.37425
P -1.07718 -0.47675 0.23709
P 3.25534 -0.88346 0.24905
P 1.40006 1.48152 -0.41193
H -0.46044 1.74448 0.86704
H 0.11141 -1.21557 -1.29405
*
```

Results of the natural (NBO) charge analysis, in e, for atoms 1 through 2: -1.145 -1.225

***

No. 6
Formula: C9H14
Source: the Open Molecules 2025 dataset
Level of theory: ωB97M-V/def2-TZVPD

The value obtained for the total energy is -351.2497 a.u. For the energy relative to the best compared isomer or geometry (same formula, charge and spin), the calculation gives 50.5 kcal per mole. The value obtained for the HOMO energy is -0.3303 Ha.

```
! RIJCOSX wB97M-V def2-TZVPD def2/J DEFGRID3
* xyz 0 1
C -0.38518 2.26720 -0.45668
C -0.86925 0.86177 -0.32043
C -0.72194 0.08115 0.94091
C -1.29761 -1.24778 1.10876
C -2.00493 -1.80809 0.00328
C -2.05023 -1.22059 -1.22585
C -1.43460 0.08571 -1.29689
H -1.17909 2.97108 -0.19182
H -0.18360 2.48309 -1.52898
H 0.21614 2.69283 0.33264
H -0.35414 0.52948 1.85528
H -1.16414 -1.87917 2.03244
H -2.47169 -2.70194 0.11526
H -2.71354 -1.63186 -2.10158
H -1.52382 0.54656 -2.28692
C 3.09694 -0.31553 0.02534
C 3.82850 0.66647 0.94612
H 3.56850 -1.25656 -0.13006
H 2.23335 -0.59930 0.61590
H 2.77066 -0.06846 -0.89835
H 4.21102 1.59261 0.41518
H 3.06758 1.00842 1.77228
H 4.55252 0.09138 1.65143
*
```

Results of the natural (NBO) charge analysis, in e, for atoms 1 through 2: -0.657 -0.034